[1]
This record from OMol25 describes 2 unconnected molecules or ions with the total composition C8H11N2O at a distorted geometry. The level of theory is the ωB97M-V functional and the def2-TZVPD basis.

Element x y z (Å)
C: -3.9532 -0.0307 0.2984
C: -3.5015 1.0436 -0.4741
C: -3.1972 -1.1377 0.5850
C: -2.0700 1.0857 -0.7378
C: -1.9051 -1.1900 0.2141
C: -1.3145 -0.1029 -0.4385
C: 3.0136 0.8837 0.8344
C: 4.3092 -0.5347 -0.5121
N: 3.2383 -0.3217 0.0626
N: 0.0151 -0.0093 -0.6247
O: 0.7133 -1.0377 -0.4723
H: -5.0445 0.0068 0.6299
H: -4.1841 1.8412 -0.7122
H: -3.5928 -1.8545 1.2510
H: -1.7258 1.9860 -1.1844
H: -1.3054 -2.0926 0.1868
H: 2.2344 1.4554 0.0988
H: 2.4471 0.6608 1.7582
H: 3.9011 1.3878 1.0084
H: 2.3070 -0.8154 -0.1866
H: 4.4507 -1.2575 -1.3154
H: 5.1644 0.0338 -0.2696

Calculated values
max |F| = 4.6 eV/Å
M = 151.19 Da
spin multiplicity = 1
E_tot = -495.8155 a.u.
total charge = +1

[2]
This record from OMol25 describes 2 unconnected molecules or ions with the total composition C8H11N2O at a distorted geometry. The level of theory is the ωB97M-V functional and the def2-TZVPD basis.

Element x y z (Å)
C: -1.0749 -0.4317 -1.9437
C: 0.1226 0.2151 -1.8623
C: -1.9251 0.1180 -0.9375
C: -0.7979 -1.7528 0.5845
C: -0.2014 -0.6640 1.1596
C: 1.0084 2.2639 -0.4372
C: 0.1027 1.1867 -0.8280
C: 1.1558 -0.2708 0.9099
N: -1.2791 1.1804 -0.4161
N: 1.6788 0.6139 1.7212
O: 0.9902 2.8681 0.6203
H: -1.3555 -1.2101 -2.5372
H: 1.0827 0.0939 -2.4283
H: -2.9328 0.0090 -0.5865
H: -1.7434 -2.2056 1.0327
H: -0.2579 -2.2708 -0.2195
H: -0.5269 -0.1544 2.0089
H: 1.7425 2.3975 -1.1683
H: 1.7931 -0.7269 0.2697
H: 1.1860 1.0708 2.4725
H: -1.8770 1.7766 0.1158
H: 2.6803 0.6327 1.7037

Calculated values
max |F| = 4.1 eV/Å
M = 151.19 Da
spin multiplicity = 1
E_tot = -495.8594 a.u.
total charge = +1

[3]
This record from OMol25 describes a gas-phase ion, C8H11N2O2 (charge -1) at a distorted geometry. The level of theory is the ωB97M-V functional and the def2-TZVPD basis.

Element x y z (Å)
C: -2.0171 1.8515 -0.1486
C: -3.1153 1.1249 0.3432
C: -0.8567 1.2221 -0.6089
C: -3.1224 -0.2483 0.2150
C: -0.7978 -0.1956 -0.3975
C: 2.8946 -1.2802 -0.3607
C: 1.8997 0.5470 0.9428
C: 1.7388 -0.2954 -0.3517
N: -2.0519 -0.8999 -0.1266
N: 0.3604 -0.9424 -0.3892
O: -2.2221 -2.1648 -0.3336
O: 0.4412 -2.2473 -0.2104
H: -2.0153 2.9307 0.0382
H: -4.1641 1.7225 0.5780
H: -0.0961 1.8675 -1.1804
H: -4.0190 -0.8490 0.4549
H: 2.3028 -2.2395 -0.3328
H: 3.6654 -1.1466 -1.1821
H: 3.5007 -1.1297 0.6298
H: 1.8670 -0.2572 1.8355
H: 1.1103 1.3355 0.9561
H: 2.7740 0.9796 0.9287
H: 1.9230 0.3147 -1.2999

Calculated values
max |F| = 6.6 eV/Å
M = 167.19 Da
spin multiplicity = 1
SMILES string = CC(C)/[N+]([O-])=c1\ccccn1[O-]
E_tot = -571.2376 a.u.
total charge = -1

[4]
This record from OMol25 describes a molecular structure, C8H11N3O at a distorted geometry. The level of theory is the ωB97M-V functional and the def2-TZVPD basis.

Element x y z (Å)
C: -2.1908 -1.3565 1.5587
C: -2.5756 -0.4356 0.6009
C: -0.8367 -1.5846 1.8000
C: -1.6476 0.2157 -0.1978
C: 0.0562 -0.8334 1.0716
C: -0.3517 0.0019 0.0426
C: 2.1141 0.0165 0.5037
C: 0.9277 -0.2506 -2.0439
N: 1.4531 -0.7727 1.2619
N: 0.7266 0.6540 -0.6474
N: 0.8592 1.9778 -0.8946
O: 3.0687 0.6260 0.3047
H: -2.9501 -1.6153 2.1849
H: -3.5302 -0.3923 0.2965
H: -0.5860 -2.1335 2.6202
H: -1.9514 0.7762 -0.9743
H: 1.8164 0.1224 -2.6148
H: 0.8057 -1.2766 -1.7518
H: 0.0277 0.2297 -2.4878
H: 1.8800 -1.1561 2.1729
H: 1.7500 2.2690 -0.3858
H: 0.2355 2.6881 -0.5558
H: 0.8991 2.2299 -1.8648

Calculated values
expectation value of S² = 2.05
max |F| = 6.7 eV/Å
M = 165.20 Da
spin multiplicity = 3
E_tot = -550.0319 a.u.
total charge = +2

[5]
This record from OMol25 describes 2 unconnected molecules or ions with the total composition C8H11N3O2 at a distorted geometry. The level of theory is the ωB97M-V functional and the def2-TZVPD basis.

Element x y z (Å)
C: 2.8022 -0.5238 -0.5735
C: 2.3153 0.2406 0.4749
C: 1.9646 -1.4241 -1.2103
C: 1.0008 0.1131 0.8754
C: 0.6426 -1.5522 -0.8226
C: 0.1388 -0.7710 0.2168
C: -1.0509 1.9740 -0.7313
C: -1.2455 -0.8402 0.6637
N: -2.2785 1.7771 -0.8627
N: -1.5356 -0.4925 1.9748
N: -2.2718 -1.1193 -0.0917
O: -3.4588 -1.1491 0.3035
O: -2.0748 -1.2795 -1.4660
H: 3.8285 -0.4146 -0.8932
H: 2.9644 0.9435 0.9783
H: 2.3462 -2.0337 -2.0157
H: 0.6213 0.7164 1.6865
H: 0.0061 -2.2599 -1.3249
H: -0.5699 2.6295 0.0008
H: -0.3842 1.4571 -1.4142
H: -2.9100 -0.9991 -1.8752
H: -2.8815 2.2704 -0.2064
H: -0.9536 -0.9170 2.6804
H: -2.5276 -0.5929 2.1645

Calculated values
max |F| = 1.0 eV/Å
M = 181.19 Da
spin multiplicity = 1
SMILES string = N/C(c1ccccc1)=[N+](\[O-])O.C=N
E_tot = -626.0636 a.u.

[6]
This record from OMol25 describes a single C8H11N3O2S molecule at a distorted geometry. The level of theory is the ωB97M-V functional and the def2-TZVPD basis.

Element x y z (Å)
C: -0.1547 -0.2696 1.6234
C: -2.3281 -1.3327 -1.5833
C: 0.5630 1.1718 -0.8843
C: 0.6948 -0.1274 -0.6523
C: -1.6108 -2.3172 -1.0913
C: 1.6307 1.7061 -1.7343
C: 2.3052 1.9457 1.4071
C: -0.5756 -2.2353 0.0115
N: 0.3934 0.7158 2.2066
N: -0.1081 -0.8982 0.3197
N: 1.1026 1.8941 1.9655
O: 1.5010 2.1658 -2.8205
O: 2.8560 1.5875 -1.3208
S: 3.0736 3.4572 1.7209
H: -0.7371 -0.8135 2.3437
H: -3.1019 -1.5538 -2.2752
H: -2.1132 -0.3585 -1.1562
H: 0.0122 1.9174 -0.3564
H: 1.1891 -0.8210 -1.3225
H: -1.7652 -3.3744 -1.2879
H: 0.3162 -2.9081 -0.1211
H: -1.1941 -2.8753 0.7593
H: 0.7502 2.6872 2.3707
H: 2.9863 0.9492 -0.6231
H: 4.3268 3.1059 1.1960

Calculated values
max |F| = 4.8 eV/Å
M = 213.26 Da
spin multiplicity = 1
E_tot = -1024.1601 a.u.

[7]
This record from OMol25 describes a molecular structure, C8H11N4 at a distorted geometry. The level of theory is the ωB97M-V functional and the def2-TZVPD basis.

Element x y z (Å)
C: -1.1464 2.7326 1.4778
C: -1.4438 1.5577 1.9543
C: -1.0010 1.1412 -0.3652
C: -0.5534 2.4350 0.1035
C: 0.5343 0.8768 -0.5943
C: -0.4699 -1.6184 0.2304
C: 0.7333 -1.2489 -1.7411
C: -0.3318 -0.3910 0.9875
N: -1.2990 0.5006 0.9529
N: 0.7801 2.1315 -0.1029
N: 0.6659 -1.9908 -0.6032
N: 1.1252 0.2208 -1.5407
H: -1.2471 3.7015 1.9753
H: -1.7903 1.2978 2.8948
H: -1.6224 0.8947 -1.1889
H: -0.6960 -2.4376 0.9089
H: -1.3938 -1.5102 -0.3965
H: 1.4781 -1.6663 -2.3656
H: -0.2165 -1.2282 -2.4329
H: 0.4380 -0.5552 1.8343
H: 1.7007 2.7259 -0.2133
H: 1.4803 -2.0009 -0.0339
H: 1.9781 0.5986 -1.9750

Calculated values
max |F| = 5.0 eV/Å
M = 163.20 Da
spin multiplicity = 1
E_tot = -530.0037 a.u.
total charge = +1

[8]
This record from OMol25 describes a gas-phase ion, C8H11N4 (charge +1) at a distorted geometry. The level of theory is the ωB97M-V functional and the def2-TZVPD basis.

Element x y z (Å)
C: -1.6444 0.3728 -2.3724
C: -0.5453 0.8100 -0.5375
C: 0.2865 -2.2469 0.3561
C: 1.5088 -1.5076 -0.0965
C: -0.4582 -1.5408 1.2084
C: 1.6592 -0.1966 0.0360
C: -0.1180 -0.1949 1.7181
C: 0.4212 0.6250 0.5658
N: -1.7402 1.6330 -2.1899
N: -1.0925 1.9042 -1.0967
N: -0.8424 -0.1550 -1.3966
N: 0.7719 2.1042 0.9249
H: -2.1743 -0.2644 -3.1653
H: 0.0913 -3.3224 0.0924
H: 2.3263 -2.1818 -0.5489
H: -1.2423 -2.2014 1.5299
H: 2.4614 0.3050 -0.3458
H: -0.9157 0.2801 2.2381
H: 0.6928 -0.3480 2.3836
H: -0.8021 -1.2479 -1.2032
H: 0.5735 2.1904 1.9304
H: -0.9755 2.9044 -0.8028
H: 1.7580 2.2785 0.7718

Calculated values
max |F| = 4.0 eV/Å
M = 163.20 Da
spin multiplicity = 1
SMILES string = N[C@@]1(c2[nH]nc[nH+]2)C=CC=CC1
E_tot = -530.1617 a.u.
total charge = +1

[9]
This record from OMol25 describes a molecular structure, C8H11N4 at a distorted geometry. The level of theory is the ωB97M-V functional and the def2-TZVPD basis.

Element x y z (Å)
C: 0.5793 -4.2581 0.4796
C: 1.7388 -3.4928 0.5273
C: -0.6483 -3.6548 0.2227
C: 1.6722 -2.1301 0.3321
C: -0.7307 -2.2923 0.0343
C: 0.4325 -1.4996 0.0982
C: -1.0045 3.3244 -0.3386
C: 0.4564 -0.0855 -0.0206
N: 0.3308 3.4950 -0.3179
N: -1.6604 2.2166 -0.2423
N: -1.7782 4.4278 -0.4685
N: -0.6577 0.6993 -0.1419
H: 0.6327 -5.3238 0.6401
H: 2.6905 -3.9642 0.7189
H: -1.5408 -4.2598 0.1742
H: 2.5736 -1.5374 0.3739
H: -1.6937 -1.8491 -0.1726
H: 1.4116 0.4181 0.0224
H: 0.7151 4.3961 -0.5417
H: -1.3748 5.3377 -0.3311
H: -2.7699 4.3296 -0.3314
H: -1.5164 0.1570 -0.1628
H: 0.9336 2.6982 -0.4176

Calculated values
expectation value of S² = 2.01
max |F| = 6.7 eV/Å
M = 163.20 Da
spin multiplicity = 3
E_tot = -530.0751 a.u.
total charge = +1

[10]
This record from OMol25 describes a gas-phase ion, C8H11N4O (charge +1) at a distorted geometry. The level of theory is the ωB97M-V functional and the def2-TZVPD basis.

Element x y z (Å)
C: 3.2172 -0.5325 -0.9024
C: 2.1040 0.1399 -0.3348
C: 1.5493 -0.7506 0.5849
C: -0.1785 0.4957 0.9475
C: -2.0145 -0.8429 0.0215
C: 1.6315 1.5563 -0.3377
C: 0.6251 1.6987 0.8745
C: -1.3455 0.3831 0.3405
N: 3.3402 -1.7247 -0.3419
N: 2.3282 -1.8683 0.5384
N: -1.9178 -1.8914 0.7970
N: -2.8626 -0.8255 -0.9880
O: 0.4140 -0.6779 1.2854
H: 3.9113 -0.0981 -1.5984
H: 2.6726 2.1461 -0.1029
H: 1.1564 1.8992 -1.2835
H: 0.1070 2.6996 0.8806
H: 1.2264 1.6657 1.7838
H: -1.9235 1.2998 0.1363
H: 2.1980 -2.6518 1.1757
H: -1.3347 -1.6667 1.5616
H: -2.3640 -2.7829 0.7298
H: -3.0133 -0.0588 -1.7509
H: -3.5321 -1.5799 -1.2245

Calculated values
expectation value of S² = 2.03
max |F| = 6.0 eV/Å
M = 179.20 Da
spin multiplicity = 3
E_tot = -605.2957 a.u.
total charge = +1